1.
{"formula": "C19H24Br42O6P2S", "method": "wB97M-V/def2-TZVPD", "fmax_ev_per_a": 4.6, "orbital_gap_ev": 8.04, "total_energy_ha": -110379.1511, "lumo_ev": -0.45, "elements": ["C", "P", "O", "C", "P", "O", "O", "S", "C", "O", "C", "O", "C", "O", "H", "H", "H", "H", "H", "H", "H", "H", "H", "H", "C", "Br", "Br", "Br", "H", "C", "Br", "Br", "Br", "H", "C", "Br", "Br", "Br", "H", "C", "Br", "Br", "Br", "H", "C", "Br", "Br", "Br", "H", "C", "Br", "Br", "Br", "H", "C", "Br", "Br", "Br", "H", "C", "Br", "Br", "Br", "H", "C", "Br", "Br", "Br", "H", "C", "Br", "Br", "Br", "H", "C", "Br", "Br", "Br", "H", "C", "Br", "Br", "Br", "H", "C", "Br", "Br", "Br", "H", "C", "Br", "Br", "Br", "H"], "positions_angstrom": [[-1.1127, 0.0705, -1.2957], [0.6661, 0.1351, -0.6148], [0.6133, 0.8882, 0.9337], [1.2461, -1.6651, -0.4471], [1.6560, -2.3006, -2.1858], [1.9240, -0.9113, -3.1795], [0.4756, -3.3229, -2.8537], [3.3491, -3.2946, -2.2698], [2.4849, -2.0221, 0.5088], [2.1978, -3.4324, 0.8358], [0.8575, -3.8426, 0.5062], [0.3961, -4.9690, 0.2977], [0.1125, -2.3960, 0.4225], [-0.2006, -1.8841, 1.7363], [-1.6326, 1.0897, -1.2746], [-1.1714, -0.3304, -2.3652], [-1.7597, -0.6275, -0.6544], [1.0627, 1.7538, 0.8395], [1.0638, -0.6192, -3.5566], [-0.4410, -3.0424, -2.6345], [2.3711, -1.4447, 1.4968], [3.5307, -1.7659, 0.1500], [-0.9152, -2.5853, -0.0237], [0.4717, -2.1770, 2.3928], [-1.6451, 3.6431, 1.8101], [-3.0961, 4.9065, 1.5772], [-2.2597, 1.8074, 1.7311], [-0.1997, 3.9551, 0.5532], [-1.2421, 3.8004, 2.8090], [1.2513, 0.7020, 4.9836], [1.0024, 2.3520, 3.9921], [-0.4299, -0.2194, 5.2782], [2.5657, -0.4508, 4.1488], [1.6424, 0.9761, 5.9621], [-3.4360, -2.8230, 6.9841], [-2.9374, -4.6766, 6.7157], [-2.5162, -2.0405, 8.5015], [-3.1924, -1.7722, 5.3724], [-4.4990, -2.8094, 7.2147], [6.0696, -0.6111, 1.9287], [4.9669, 0.4870, 0.7721], [5.0176, -2.0159, 2.7470], [7.6265, -1.3107, 1.0094], [6.4334, 0.0302, 2.7293], [-7.3742, 3.8927, 1.3425], [-6.7154, 5.7079, 1.1688], [-7.1479, 2.8849, -0.2974], [-6.5809, 2.9828, 2.8608], [-8.4441, 3.9567, 1.5333], [4.8348, -0.0358, -3.6158], [6.5590, 0.1838, -2.7521], [3.7681, 1.5813, -3.5217], [5.0186, -0.6757, -5.4359], [4.2956, -0.8032, -3.0607], [2.8287, 2.7768, 8.9830], [1.2006, 3.4630, 8.1793], [3.6658, 1.4184, 7.8772], [4.0641, 4.2018, 9.4322], [2.5451, 2.2950, 9.9167], [3.2850, -2.0276, -9.0541], [2.3711, -0.3231, -8.9145], [2.7685, -2.9960, -10.6532], [5.2109, -1.8247, -8.9296], [2.9695, -2.6278, -8.2026], [-6.9769, -5.3889, 6.7446], [-6.4630, -7.2376, 6.4665], [-6.0686, -4.6115, 8.2715], [-6.7304, -4.3223, 5.1434], [-8.0413, -5.3841, 6.9706], [1.4429, 6.3418, -1.6865], [1.9304, 4.5858, -2.3508], [2.9255, 7.2074, -0.7852], [0.6974, 7.4589, -3.0850], [0.6602, 6.1956, -0.9443], [-9.1012, 0.0300, 2.2385], [-10.1616, 1.1064, 1.0208], [-10.1392, -1.4123, 3.0154], [-7.4772, -0.6201, 1.4022], [-8.7983, 0.6812, 3.0566], [-6.5100, -3.5862, -1.5330], [-5.8398, -1.7751, -1.7191], [-5.3967, -4.6464, -0.3512], [-8.3708, -3.6142, -0.9889], [-6.4592, -4.0471, -2.5176], [8.4374, 0.8809, -6.0408], [8.9162, -0.8896, -6.6706], [9.8899, 1.7169, -5.0653], [7.7940, 2.0078, -7.4820], [7.6124, 0.7574, -5.3404], [2.9854, 3.8255, -9.7416], [4.8258, 3.2219, -9.6885], [2.0439, 3.3399, -8.1190], [2.8496, 5.7228, -10.1192], [2.5013, 3.3017, -10.5636]], "lowdin_charge": [-0.28, 0.93, -0.47, -0.51, 0.40, -0.36, -0.23, 0.38, -0.26, -0.08, -0.32, 0.12, -0.28, -0.04, 0.04, 0.04, 0.04, -0.06, 0.06, 0.07, 0.05, 0.04, 0.15, 0.09, -1.57, 0.57, 0.62, 0.64, -0.06, -1.55, 0.61, 0.54, 0.58, -0.11, -1.63, 0.55, 0.57, 0.52, -0.12, -1.55, 0.60, 0.60, 0.59, -0.02, -1.59, 0.55, 0.54, 0.56, -0.04, -1.57, 0.58, 0.56, 0.57, -0.11, -1.60, 0.57, 0.60, 0.57, -0.03, -1.61, 0.53, 0.56, 0.54, -0.03, -1.58, 0.57, 0.60, 0.57, -0.03, -1.63, 0.52, 0.57, 0.57, -0.09, -1.60, 0.56, 0.56, 0.50, -0.05, -1.61, 0.52, 0.56, 0.55, -0.03, -1.63, 0.55, 0.56, 0.54, -0.13, -1.62, 0.54, 0.54, 0.56, -0.03]}

***

2.
{"formula": "C19H24BrF4IN3O6Si2", "method": "wB97M-V/def2-TZVPD", "fmax_ev_per_a": 1.2, "orbital_gap_ev": 2.91, "total_energy_ha": -5204.4135, "lumo_ev": -0.90, "charge": -1, "elements": ["O", "C", "C", "Br", "C", "C", "C", "C", "I", "C", "O", "C", "N", "C", "O", "F", "C", "O", "F", "C", "N", "C", "O", "F", "C", "O", "F", "H", "H", "H", "H", "H", "H", "C", "Si", "C", "C", "N", "Si", "C", "C", "C", "H", "H", "H", "H", "H", "H", "H", "H", "H", "H", "H", "H", "H", "H", "H", "H", "H", "H"], "positions_angstrom": [[1.1545, 0.5076, 5.8709], [0.6891, -0.4002, 5.2429], [-0.0012, -0.2513, 3.9247], [0.6346, 1.1249, 2.8424], [-1.0256, -1.0482, 3.6113], [-1.8445, -1.0560, 2.3621], [-1.3929, -2.2053, 1.4205], [-0.5001, -1.7185, 0.2705], [-1.5096, -1.6044, -1.5904], [-1.3879, -2.0858, 4.6377], [-2.5174, -2.4521, 4.8252], [-0.2509, -2.6399, 5.4543], [-0.2411, -4.0102, 5.8831], [-0.3328, -4.9650, 4.8605], [-0.9840, -5.9393, 4.8193], [0.5237, -4.6083, 3.8906], [-1.0251, -4.3070, 7.0654], [-0.5774, -4.3007, 8.1561], [-2.2997, -4.5553, 6.7898], [0.7526, -1.8232, 5.7530], [1.8973, -2.2789, 6.4719], [2.5638, -1.3886, 7.3312], [3.7259, -1.2125, 7.3773], [1.6987, -0.8718, 8.1830], [2.8297, -2.9501, 5.5886], [3.2205, -4.0431, 5.7025], [3.1499, -2.1464, 4.5716], [-1.7550, -0.0971, 1.8485], [-2.8864, -1.2180, 2.6473], [-0.8146, -2.9452, 1.9899], [-2.2706, -2.7322, 1.0465], [-0.1102, -0.7201, 0.4710], [0.3567, -2.3739, 0.1243], [-3.1773, 2.4790, -4.5667], [-1.4807, 2.9276, -5.2917], [-1.4225, 4.8312, -5.2641], [-1.5966, 2.4598, -7.1343], [-0.2771, 2.1674, -4.4398], [1.3690, 2.2114, -4.6514], [2.1640, 3.9310, -4.4602], [1.9902, 1.5395, -6.3206], [2.2016, 1.1247, -3.3359], [-3.9998, 2.9646, -5.1038], [-3.3309, 1.3976, -4.6150], [-3.2287, 2.7829, -3.5179], [-2.3481, 5.2738, -5.6504], [-0.5973, 5.2151, -5.8712], [-1.2803, 5.1830, -4.2392], [-1.5693, 1.3727, -7.2427], [-0.7637, 2.8787, -7.7068], [-2.5247, 2.8240, -7.5902], [1.9207, 4.5803, -5.3061], [3.2571, 3.8716, -4.3966], [1.7970, 4.4084, -3.5483], [1.5163, 0.5775, -6.5304], [3.0765, 1.3911, -6.3237], [1.7513, 2.2232, -7.1404], [1.8386, 0.0974, -3.4262], [1.9512, 1.4908, -2.3365], [3.2933, 1.1123, -3.4334]], "lowdin_charge": [0.15, -0.34, -0.54, 0.92, -0.18, -0.14, -0.28, -0.68, 0.79, -0.26, 0.18, -0.04, 0.14, -0.48, 0.22, 0.15, -0.43, 0.23, 0.17, -0.04, 0.15, -0.51, 0.22, 0.17, -0.46, 0.25, 0.17, 0.10, 0.12, 0.10, 0.08, 0.01, 0.04, -0.22, 0.20, -0.21, -0.21, -0.23, 0.20, -0.21, -0.21, -0.22, 0.01, 0.01, 0.01, 0.01, 0.00, 0.01, 0.01, 0.00, 0.01, 0.00, 0.01, 0.01, 0.01, 0.01, 0.00, 0.00, 0.01, 0.01]}

***

3.
{"formula": "C19H24ClN3O2", "method": "wB97M-V/def2-TZVPD", "de_lowest_kcal_mol": 140.5, "fmax_ev_per_a": 4.2, "orbital_gap_ev": 9.16, "total_energy_ha": -1513.1823, "lumo_ev": 0.57, "smiles": "CNCc1cc(OCc2cccc(Cl)c2)n(C[C@H]2O[C@H]3CC[C@@H]2C3)n1", "elements": ["C", "N", "C", "C", "C", "C", "O", "C", "C", "C", "C", "C", "C", "Cl", "C", "N", "C", "C", "O", "C", "C", "C", "C", "C", "N", "H", "H", "H", "H", "H", "H", "H", "H", "H", "H", "H", "H", "H", "H", "H", "H", "H", "H", "H", "H", "H", "H", "H", "H"], "positions_angstrom": [[-2.9424, 4.1245, 0.7593], [-2.0818, 5.1475, 0.1272], [-0.6558, 4.9309, 0.4715], [-0.0028, 3.5592, 0.5271], [0.0764, 2.8315, -0.6805], [0.7856, 1.7058, -0.4783], [1.0046, 0.7013, -1.3394], [0.1116, 0.4283, -2.4426], [0.2860, -0.9909, -2.9310], [1.3259, -1.3201, -3.8506], [1.4565, -2.6184, -4.2070], [0.5863, -3.6928, -3.6866], [-0.5389, -3.2868, -2.9143], [-1.6937, -4.4322, -2.3196], [-0.6176, -1.9595, -2.4809], [1.0974, 1.8081, 0.8916], [1.4925, 0.5638, 1.6460], [0.2914, -0.3447, 1.8868], [-0.2071, -1.1856, 0.8117], [-0.4001, -2.5147, 1.3581], [0.9748, -3.1403, 1.6740], [1.5596, -2.3241, 2.8583], [0.3655, -1.3794, 3.0702], [-0.7962, -2.2307, 2.7682], [0.7471, 3.0728, 1.4600], [-2.9508, 3.9295, 1.8523], [-2.6233, 3.1473, 0.2566], [-3.9325, 4.3320, 0.4112], [-2.1786, 5.1999, -0.9304], [-0.1005, 5.4837, -0.2223], [-0.6709, 5.3903, 1.4725], [-0.0484, 3.0458, -1.6854], [-0.8098, 0.7757, -2.0267], [0.4484, 1.0515, -3.2610], [2.0462, -0.5047, -4.1022], [2.3654, -3.0034, -4.7251], [0.7090, -4.8132, -3.9074], [-1.5077, -1.7200, -1.7733], [2.2131, -0.0822, 1.0941], [2.0153, 0.8660, 2.4944], [-0.5644, 0.3730, 2.1044], [-1.1311, -3.1476, 0.7700], [0.7182, -4.1660, 2.0316], [1.6788, -3.0562, 0.7555], [1.7926, -3.0182, 3.6663], [2.4818, -1.8145, 2.5394], [0.4538, -0.8823, 4.0250], [-0.9460, -3.1867, 3.3046], [-1.6836, -1.6532, 2.8766]], "lowdin_charge": [-0.14, -0.14, -0.19, -0.32, -0.01, -0.28, 0.00, -0.11, -0.18, -0.05, -0.09, -0.06, -0.68, 0.66, -0.07, -0.05, -0.05, -0.24, -0.09, -0.30, -0.13, -0.13, -0.26, -0.14, 0.16, 0.09, 0.08, 0.05, 0.12, 0.09, 0.12, 0.10, 0.12, 0.12, 0.13, 0.11, 0.12, 0.15, 0.14, 0.11, 0.17, 0.16, 0.12, 0.15, 0.11, 0.10, 0.14, 0.14, 0.12]}

***

4.
{"formula": "C19H24ClN3O4", "method": "wB97M-V/def2-TZVPD", "de_lowest_kcal_mol": 31.4, "fmax_ev_per_a": 1.1, "orbital_gap_ev": 8.85, "total_energy_ha": -1663.8768, "lumo_ev": 0.36, "smiles": "NCc1ccc(-c2ccccc2O)c(Cl)c1.CNC(=O)[C@H](CO)NC(C)=O", "elements": ["N", "C", "C", "C", "C", "C", "C", "C", "C", "C", "C", "C", "O", "C", "Cl", "C", "H", "H", "H", "H", "H", "H", "H", "H", "H", "H", "H", "H", "C", "N", "C", "O", "C", "C", "O", "N", "C", "C", "O", "H", "H", "H", "H", "H", "H", "H", "H", "H", "H", "H", "H"], "positions_angstrom": [[-0.0505, 5.0949, 0.9489], [0.1069, 3.7820, 1.5805], [0.6426, 2.8141, 0.5590], [-0.1231, 2.4576, -0.5581], [0.3883, 1.5738, -1.5147], [1.6769, 1.0371, -1.3780], [2.1892, 0.1350, -2.4200], [1.5725, -1.1111, -2.6165], [2.0256, -1.9801, -3.6134], [3.0973, -1.6114, -4.4295], [3.7173, -0.3719, -4.2440], [3.2707, 0.5015, -3.2464], [3.8889, 1.7155, -3.1165], [2.4455, 1.3846, -0.2508], [4.0402, 0.7179, 0.0207], [1.9244, 2.2659, 0.7017], [0.7977, 5.3502, 0.4418], [-0.2871, 5.8074, 1.6388], [-0.8561, 3.4300, 1.9638], [0.7952, 3.8577, 2.4289], [-1.1080, 2.8961, -0.6905], [-0.2034, 1.3212, -2.3895], [0.7431, -1.4166, -1.9851], [1.5434, -2.9445, -3.7468], [3.4469, -2.2881, -5.2043], [4.5450, -0.0921, -4.8868], [4.6864, 1.7385, -3.6660], [2.5377, 2.5196, 1.5602], [-2.6738, -4.7493, 1.3449], [-2.3310, -3.3289, 1.3885], [-1.6070, -2.6861, 0.4633], [-1.1974, -3.2482, -0.5493], [-1.3290, -1.1791, 0.6309], [0.0482, -0.9419, 1.2679], [0.1724, -1.6126, 2.5045], [-2.3723, -0.3679, 1.3051], [-2.8124, -0.4753, 2.5596], [-3.9198, 0.4636, 2.9735], [-2.3576, -1.2751, 3.3659], [-3.6217, -4.9212, 1.8561], [-1.8906, -5.3284, 1.8368], [-2.7606, -5.0850, 0.3092], [-2.5665, -2.8102, 2.2260], [-1.2519, -0.7902, -0.3840], [0.1984, 0.1260, 1.4219], [0.8243, -1.3071, 0.5935], [-0.6355, -1.4580, 3.0252], [-2.8199, 0.3345, 0.7391], [-4.8017, 0.2762, 2.3633], [-4.1596, 0.2864, 4.0221], [-3.5885, 1.4931, 2.8482]], "lowdin_charge": [0.00, -0.25, -0.24, -0.04, -0.01, -0.21, -0.16, -0.01, -0.08, -0.08, -0.02, -0.27, 0.04, -0.56, 0.72, -0.06, 0.08, 0.07, 0.11, 0.11, 0.11, 0.12, 0.10, 0.10, 0.10, 0.11, 0.11, 0.11, -0.05, 0.04, -0.45, 0.04, -0.16, -0.19, -0.05, 0.14, -0.53, 0.02, 0.02, 0.08, 0.09, 0.08, 0.10, 0.14, 0.11, 0.13, 0.04, 0.14, 0.09, 0.09, 0.08]}